No. 1
# C25H17BrF2N5O2SSn

C25H17BrF2N5O2SSn as an isolated structure (wB97M-V/def2-TZVPD, the OMol25 dataset).

Each line ends with the Mulliken charge.
Atoms and positions in Å:
Sn 0.88 0.83 -1.72  0.3359
N -2.12 0.97 -5.39  -0.3563
C -1.40 1.40 -4.32  0.1979
S 0.30 1.63 -4.52  -0.4765
N -2.14 1.60 -3.24  -1.1468
N -1.40 1.96 -2.14  0.8671
C -2.08 2.55 -1.24  -1.0314
C -1.48 3.15 -0.03  1.0044
C -2.32 3.47 1.04  -0.6777
C -1.78 4.10 2.14  -0.3774
C -0.44 4.42 2.15  -0.4789
C 0.32 4.07 1.04  -0.3175
N -0.18 3.46 -0.03  -0.2510
H -1.65 0.84 -6.26  0.2029
H -3.11 0.83 -5.29  0.2205
H -3.15 2.65 -1.37  0.3374
H -3.37 3.21 0.99  0.3756
H -2.41 4.35 2.99  0.4010
H 0.03 4.92 2.99  0.3998
H 1.38 4.29 1.00  0.3896
F -1.43 -3.15 -4.95  -0.3684
C -0.56 -2.88 -3.94  0.2680
C -0.48 -1.59 -3.45  -0.2668
C 0.41 -1.30 -2.41  0.0047
C 1.15 -2.34 -1.86  0.1190
C 1.07 -3.60 -2.43  0.4231
F 1.85 -4.62 -1.96  -0.3876
C 0.22 -3.91 -3.47  -0.9493
C 1.92 -2.07 -0.62  0.6635
C 2.07 -3.00 0.42  -0.5454
C 2.68 -2.60 1.59  -0.5554
C 3.14 -1.29 1.72  -0.5594
C 2.95 -0.44 0.64  -0.4114
N 2.37 -0.82 -0.49  -0.3794
H -1.11 -0.84 -3.90  0.6112
H 0.17 -4.91 -3.88  0.4940
H 1.67 -3.99 0.32  0.4291
H 2.77 -3.29 2.42  0.4089
H 3.60 -0.93 2.63  0.4410
H 3.27 0.59 0.69  0.4496
Br -1.78 -3.07 2.79  -0.1575
C -0.76 -1.54 3.24  0.2770
C -0.57 -1.34 4.61  -0.5791
C 0.17 -0.26 5.06  -0.4353
C 0.72 0.63 4.14  -1.0122
C 0.51 0.43 2.79  -0.1860
C -0.23 -0.66 2.30  0.2894
C -0.38 -0.79 0.78  0.1138
O -0.61 -1.88 0.30  -0.6045
O -0.21 0.33 0.16  -0.0895
H -1.01 -2.03 5.31  0.4007
H 0.31 -0.11 6.12  0.3882
H 1.31 1.48 4.48  0.4024
H 0.91 1.11 2.05  0.6854

Summary:
HOMO energy: -4.0 eV
Charge: -1
Relative energy (zero: lowest compared OMol25 entry of this formula, charge and spin): 0.460 eV
Max |F|: 0.5 eV Å⁻¹
E_LUMO: 2.6 eV
Total energy: -4773.48497 Ha

No. 2
# C25H17Cl2F9N4O3STa

C25H17Cl2F9N4O3STa as an isolated structure (wB97M-V/def2-TZVPD, the OMol25 dataset).

Each line ends with the Mulliken charge.
Atoms and positions in Å:
Ta 0.20 0.01 0.45  1.4416
N -3.46 0.31 -1.95  -0.3122
C -2.37 -0.21 -1.36  0.5500
S -2.33 -0.30 0.39  -0.5535
N -1.39 -0.63 -2.13  -1.1556
N -0.37 -1.14 -1.36  0.5527
C 0.25 -2.20 -1.73  0.6431
C 0.11 -2.81 -3.06  -0.0554
C -0.16 -4.17 -3.19  -0.2863
C -0.30 -4.73 -4.45  -0.8634
C -0.15 -3.94 -5.58  -0.4506
C 0.12 -2.58 -5.46  -0.7593
C 0.24 -2.01 -4.20  -0.0238
C 1.02 -2.84 -0.65  0.2908
C 1.91 -3.87 -0.86  -0.5835
C 2.47 -4.51 0.24  -0.6410
C 2.11 -4.09 1.51  -0.8722
C 1.25 -3.02 1.64  -0.2773
N 0.72 -2.40 0.59  -0.3566
H -4.26 0.53 -1.39  0.2265
H -3.55 0.25 -2.95  0.2595
H -0.28 -4.79 -2.31  0.5627
H -0.52 -5.78 -4.55  0.4140
H -0.26 -4.38 -6.57  0.4095
H 0.24 -1.97 -6.34  0.4354
H 0.45 -0.96 -4.10  0.4482
H 2.17 -4.17 -1.87  0.6638
H 3.18 -5.32 0.10  0.4877
H 2.51 -4.58 2.40  0.4732
H 0.97 -2.64 2.61  0.4160
Cl -1.55 5.27 -6.04  -0.1825
C -1.02 4.24 -4.77  0.4131
C -1.77 4.14 -3.61  -0.9333
C -1.34 3.31 -2.59  -0.1248
C -0.16 2.58 -2.74  0.1231
C 0.59 2.69 -3.91  -0.2007
C 0.16 3.52 -4.93  -0.9680
C 0.29 1.67 -1.69  1.0527
O -0.38 1.65 -0.54  -0.7274
O 1.24 0.89 -1.79  -0.4810
H -2.68 4.71 -3.51  0.4358
H -1.91 3.22 -1.67  0.4748
H 1.50 2.12 -4.01  0.5436
H 0.73 3.62 -5.84  0.4317
Cl -0.09 1.65 2.33  -0.0724
C -0.25 -0.12 2.59  -0.7010
H -1.26 -0.33 2.93  0.6488
H 0.48 -0.44 3.32  0.4990
F 3.21 2.27 2.35  -0.2784
C 3.42 1.86 1.10  0.2355
F 2.48 2.39 0.32  -0.0399
F 4.61 2.30 0.71  -0.2638
C 3.36 0.28 1.01  0.8940
O 2.06 -0.16 0.80  -0.2204
C 4.23 -0.21 -0.19  0.4112
F 4.00 0.53 -1.27  -0.2181
F 3.92 -1.47 -0.49  -0.1390
F 5.52 -0.15 0.12  -0.2664
C 3.88 -0.34 2.34  0.2713
F 5.00 0.26 2.74  -0.2386
F 4.13 -1.64 2.19  -0.2269
F 2.96 -0.21 3.31  -0.2360

Summary:
HOMO energy: -11.5 eV
Charge: +1
Relative energy (zero: lowest compared OMol25 entry of this formula, charge and spin): 1.210 eV
Max |F|: 2.1 eV Å⁻¹
E_LUMO: -4.2 eV
Total energy: -3681.98902 Ha

No. 3
# C25H17Cl3F6N2O5Os

C25H17Cl3F6N2O5Os as an isolated structure (wB97M-V/def2-TZVPD, the OMol25 dataset).

Each line ends with the Mulliken charge.
Atoms and positions in Å:
Os -0.49 -0.04 0.16  1.5279
C -2.48 -0.42 3.89  -0.5414
O -1.76 -1.57 4.35  -0.4984
C -0.99 -2.34 3.54  0.2987
C -0.42 -3.44 4.17  -0.6031
C 0.38 -4.35 3.49  -0.7629
C 0.60 -4.17 2.13  -1.0169
C 0.08 -3.05 1.49  0.8487
C 0.40 -2.90 0.08  -0.3653
N 0.17 -1.84 -0.60  0.6350
N 0.55 -1.87 -1.95  -1.2063
C 0.37 -0.69 -2.44  0.3519
O -0.17 0.28 -1.72  -0.3755
C 0.71 -0.36 -3.83  0.4803
C 0.07 0.70 -4.45  -0.2274
C 0.38 1.03 -5.76  -0.6841
C 1.35 0.30 -6.44  -0.3639
C 2.00 -0.76 -5.81  -0.6849
C 1.68 -1.09 -4.51  -0.4965
C -0.70 -2.12 2.18  0.9404
O -1.22 -1.01 1.61  -0.8174
H -1.81 0.34 3.49  0.1369
H -2.97 -0.04 4.78  0.3284
H -3.22 -0.69 3.15  0.2443
H -0.62 -3.56 5.23  0.4600
H 0.80 -5.19 4.01  0.3905
H 1.18 -4.88 1.57  0.4265
H 0.88 -3.72 -0.44  0.4358
H -0.69 1.26 -3.91  0.4915
H -0.13 1.84 -6.26  0.4027
H 1.61 0.56 -7.46  0.3872
H 2.75 -1.32 -6.34  0.3848
H 2.17 -1.91 -4.00  0.4270
Cl -5.75 4.64 -0.98  -0.2198
C -4.38 3.76 -0.38  0.3722
C -4.18 2.45 -0.79  -0.9704
C -3.07 1.79 -0.31  1.2806
Cl -2.82 0.10 -0.68  -0.2511
C -2.14 2.36 0.56  -0.7508
O -1.11 1.67 0.96  -0.3955
C -2.42 3.66 1.00  0.4784
Cl -1.39 4.41 2.17  -0.1988
C -3.51 4.36 0.52  -0.7261
H -4.87 1.96 -1.46  0.4595
H -3.70 5.37 0.87  0.4490
C 3.13 0.27 2.40  -2.1404
C 2.37 0.54 1.10  0.8477
O 1.18 -0.15 1.16  -0.0969
C 3.23 0.02 -0.08  0.5884
F 2.73 0.32 -1.28  -0.2083
F 4.49 0.50 -0.04  -0.2829
F 3.31 -1.32 -0.01  -0.2833
C 2.18 2.07 0.96  0.5278
F 1.50 2.54 2.02  -0.2656
F 1.49 2.40 -0.15  -0.1816
F 3.35 2.72 0.91  -0.2754
H 3.36 -0.80 2.45  0.4483
H 2.48 0.52 3.23  0.4225
H 4.05 0.84 2.45  0.4178

Summary:
HOMO energy (spin up / spin down): -8.2 / -8.2 eV
Relative energy (zero: lowest compared OMol25 entry of this formula, charge and spin): 0.314 eV
Max |F|: 1.7 eV Å⁻¹
E_LUMO (spin up / spin down): -1.6 / -1.6 eV
Total energy: -3519.05441 Ha

No. 4
# C25H17F3MnN2O3

C25H17F3MnN2O3 as an isolated structure (wB97M-V/def2-TZVPD, the OMol25 dataset).

Each line ends with the Mulliken charge.
Atoms and positions in Å:
Mn -0.46 0.62 1.96  0.1541
F -4.63 3.80 2.01  -0.2657
C -3.78 3.06 2.69  0.2293
C -2.74 2.44 1.99  -0.4126
C -1.88 1.69 2.76  0.9868
C -1.98 1.50 4.14  -0.5357
C -3.04 2.14 4.76  0.4734
F -3.20 2.02 6.07  -0.2764
C -3.94 2.92 4.05  -0.7354
C -0.93 0.67 4.76  1.3482
C -0.78 0.36 6.10  -0.6419
C 0.31 -0.40 6.49  -0.3307
C 1.24 -0.83 5.55  -0.7781
C 1.03 -0.50 4.23  -0.0200
N -0.03 0.23 3.85  -0.2757
H -2.66 2.56 0.92  0.5641
H -4.76 3.41 4.56  0.5145
H -1.50 0.71 6.82  0.5548
H 0.45 -0.65 7.53  0.4683
H 2.11 -1.41 5.83  0.4358
H 1.72 -0.82 3.45  0.4399
C 0.58 -3.74 -3.88  -1.8359
C 0.67 -2.27 -4.24  0.4764
C 1.95 -1.95 -5.00  -0.9171
C 1.98 -0.48 -5.39  -0.9243
C 1.81 0.38 -4.18  0.9976
C 2.33 1.66 -4.15  -0.6843
C 2.19 2.47 -3.02  -0.0638
F 2.70 3.69 -3.05  -0.3127
C 1.54 2.03 -1.90  -0.9163
C 1.01 0.73 -1.90  0.5194
C 0.32 0.24 -0.75  1.9913
O 0.22 1.02 0.31  -1.2106
C -0.19 -1.04 -0.79  -0.4144
C -0.03 -1.81 -1.94  -0.3284
N 0.60 -1.38 -3.01  0.1525
C 1.14 -0.10 -3.04  -0.6841
C -0.97 -1.65 0.31  0.3658
O -1.43 -2.75 0.29  -0.5220
O -1.17 -0.86 1.41  -0.4166
H 0.78 -4.31 -4.78  0.4303
H -0.40 -4.05 -3.53  0.5416
H 1.34 -4.02 -3.14  0.4238
H -0.19 -1.98 -4.84  0.1608
H 1.97 -2.58 -5.89  0.3749
H 2.82 -2.21 -4.39  0.3424
H 1.16 -0.28 -6.10  0.3320
H 2.90 -0.23 -5.91  0.4953
H 2.86 2.06 -5.01  0.5516
H 1.44 2.67 -1.04  0.5539
H -0.45 -2.80 -1.95  0.6241

Summary:
HOMO energy (spin up / spin down): -14.8 / -14.8 eV
Charge: +2
Spin multiplicity: 4
Max |F|: 0.9 eV Å⁻¹
<S²>: 4.000
E_LUMO (spin up / spin down): -9.0 / -7.7 eV
Total energy: -2748.18110 Ha

No. 5
# C25H17F5NOPPt

C25H17F5NOPPt as an isolated structure (wB97M-V/def2-TZVPD, the OMol25 dataset).

Each line ends with the Mulliken charge.
Atoms and positions in Å:
Pt 0.00 0.00 0.00  1.2607
O 2.61 -0.06 -1.27  -0.5368
N 2.07 0.00 0.02  0.0250
C 3.04 -0.01 0.88  -0.6374
C 2.88 0.04 2.37  0.9033
C 4.12 0.07 3.05  -0.9330
C 4.17 0.11 4.45  -0.7032
C 2.99 0.11 5.17  -0.7874
C 1.76 0.08 4.51  -0.1394
C 1.67 0.05 3.10  0.5939
P 0.02 0.00 2.32  -0.3529
C -0.58 -1.62 2.89  0.7494
C -1.20 -1.84 4.14  -0.1284
C -1.64 -3.12 4.50  -0.7572
C -1.48 -4.19 3.63  -0.4627
C -0.86 -3.99 2.39  -0.7575
C -0.42 -2.72 2.03  -0.4813
C -1.01 1.25 3.15  0.6091
C -2.41 1.11 3.16  -0.5638
C -3.24 2.08 3.73  -0.7352
C -2.68 3.22 4.30  -0.4421
C -1.30 3.40 4.27  -0.7621
C -0.47 2.42 3.69  -0.4112
H 1.81 -0.02 -1.83  0.3614
H 4.08 -0.06 0.51  0.3540
H 5.06 0.06 2.51  0.3488
H 5.13 0.13 4.96  0.3893
H 3.01 0.13 6.26  0.4177
H 0.86 0.08 5.12  0.2820
H -1.34 -1.03 4.84  0.3031
H -2.12 -3.27 5.46  0.3955
H -1.82 -5.18 3.91  0.3788
H -0.72 -4.83 1.71  0.3990
H 0.06 -2.59 1.06  0.1749
H -2.88 0.24 2.70  0.4292
H -4.31 1.94 3.73  0.4171
H -3.31 3.98 4.74  0.3951
H -0.85 4.30 4.68  0.4272
H 0.60 2.62 3.65  0.4319
F -2.21 2.13 -0.81  -0.3583
C -1.13 2.80 -0.41  0.1462
C 0.00 2.09 0.00  -1.0826
C 1.13 2.80 0.41  0.6531
F 2.21 2.13 0.81  -0.1108
C 1.13 4.19 0.41  0.2108
F 2.22 4.86 0.81  -0.3357
C 0.00 4.89 0.00  0.5277
F 0.00 6.23 0.00  -0.3201
C -1.13 4.19 -0.41  0.5308
F -2.22 4.86 -0.81  -0.3226
H -1.72 0.00 0.00  0.0072

Summary:
HOMO energy (spin up / spin down): -6.6 / -6.6 eV
Max |F|: 2.9 eV Å⁻¹
E_LUMO (spin up / spin down): -0.7 / -0.8 eV
Total energy: -2052.69501 Ha

No. 6
# C25H17F9MnNO6S

C25H17F9MnNO6S as an isolated structure (wB97M-V/def2-TZVPD, the OMol25 dataset).

Each line ends with the Mulliken charge.
Atoms and positions in Å:
Mn 0.10 -0.22 -1.49  0.3785
O -6.34 1.74 -2.69  -0.6741
C -6.03 0.91 -1.84  0.1897
O -6.67 0.30 -0.98  -0.6897
C -4.53 0.58 -1.83  0.5766
C -4.09 -0.73 -1.73  -0.8573
C -2.74 -1.01 -1.69  -0.4885
N -1.82 -0.03 -1.71  0.3165
C -2.24 1.25 -1.81  0.7378
C -3.56 1.59 -1.90  -0.6691
C -1.09 2.23 -1.81  0.3599
O -1.18 3.42 -1.88  -0.6010
O 0.09 1.59 -1.68  -0.6135
H -4.82 -1.53 -1.64  0.4988
H -2.35 -2.02 -1.60  0.5672
H -3.86 2.63 -2.01  0.5920
O 1.59 -0.08 -0.28  -0.4352
S 2.24 -0.05 1.09  0.1688
C 1.67 1.54 1.79  -0.3618
C 2.81 2.49 1.97  0.1087
C 3.66 2.36 3.06  -0.3120
C 4.73 3.23 3.22  -0.6549
C 4.94 4.24 2.28  -0.4150
C 4.09 4.37 1.20  -0.6956
C 3.03 3.50 1.04  -0.3062
C 1.33 -1.26 2.11  -0.8953
C -0.09 -0.92 2.43  0.0743
C -1.09 -1.04 1.46  0.8074
C -2.39 -0.64 1.74  -1.1270
C -2.71 -0.14 2.99  -0.7155
C -1.73 -0.06 3.97  -0.6679
C -0.43 -0.44 3.69  -0.4463
H 1.12 1.34 2.72  0.4407
H 0.96 1.90 1.04  0.2740
H 3.49 1.59 3.80  0.3739
H 5.39 3.13 4.07  0.3850
H 5.77 4.92 2.41  0.3825
H 4.26 5.16 0.47  0.3992
H 2.36 3.60 0.19  0.4903
H 1.94 -1.34 3.01  0.5676
H 1.44 -2.19 1.55  0.3498
H -0.86 -1.51 0.51  0.5197
H -3.15 -0.74 0.98  0.5317
H -3.72 0.16 3.21  0.4583
H -1.98 0.31 4.95  0.4011
H 0.33 -0.36 4.46  0.4354
F -0.61 -2.28 -4.39  -0.2558
C 0.60 -2.18 -3.85  0.4592
F 1.51 -2.58 -4.73  -0.2411
F 0.82 -0.84 -3.64  -0.3236
C 0.68 -2.88 -2.47  1.0731
O 0.17 -2.09 -1.49  0.0028
C -0.11 -4.22 -2.52  0.4299
F -1.43 -3.98 -2.54  -0.1995
F 0.16 -4.97 -1.45  -0.2592
F 0.20 -4.92 -3.62  -0.2549
C 2.18 -3.16 -2.12  0.5498
F 2.73 -4.13 -2.86  -0.2550
F 2.31 -3.50 -0.84  -0.2355
F 2.88 -2.03 -2.31  -0.2498

Summary:
HOMO energy (spin up / spin down): -8.1 / -8.1 eV
Relative energy (zero: lowest compared OMol25 entry of this formula, charge and spin): 0.000 eV
Spin multiplicity: 5
Max |F|: 0.6 eV Å⁻¹
<S²>: 6.045
E_LUMO (spin up / spin down): -2.2 / -1.5 eV
Total energy: -3917.13437 Ha